# 1
{"formula": "C37H52O29", "method": "the ωB97M-V functional and the def2-TZVPD basis", "orbital_gap_ev": 10.601, "total_energy_ha": -3623.1234, "max_force_ha_per_bohr": 0.071, "elements": ["O", "C", "O", "C", "C", "C", "H", "H", "H", "H", "H", "H", "O", "C", "O", "C", "C", "C", "H", "H", "H", "H", "H", "H", "O", "C", "O", "C", "C", "C", "H", "H", "H", "H", "H", "H", "O", "C", "O", "C", "C", "C", "H", "H", "H", "H", "H", "H", "C", "C", "O", "C", "O", "O", "H", "H", "H", "H", "C", "C", "O", "C", "O", "O", "H", "H", "H", "H", "C", "C", "O", "C", "O", "O", "H", "H", "H", "H", "C", "C", "O", "C", "O", "O", "H", "H", "H", "H", "C", "C", "O", "C", "O", "O", "H", "H", "H", "H", "C", "C", "O", "C", "O", "O", "H", "H", "H", "H", "C", "C", "O", "C", "O", "O", "H", "H", "H", "H"], "coordinates": [[-1.77, 1.52, 1.15], [-1.80, 0.91, 2.20], [-2.62, 1.33, 3.18], [-2.70, 0.39, 4.29], [-1.45, -0.48, 4.05], [-1.03, -0.31, 2.58], [-3.65, -0.18, 4.36], [-2.56, 1.09, 5.10], [-1.50, -1.57, 4.27], [-0.69, -0.03, 4.70], [-1.37, -0.98, 1.80], [0.06, -0.21, 2.53], [-5.47, -2.27, -0.33], [-5.29, -1.09, -0.25], [-6.40, -0.25, -0.46], [-6.04, 1.03, 0.00], [-4.55, 1.14, -0.04], [-4.11, -0.25, 0.17], [-6.32, 1.17, 1.05], [-6.55, 1.80, -0.57], [-4.20, 1.68, 0.85], [-4.15, 1.57, -1.01], [-3.99, -0.57, 1.26], [-3.23, -0.55, -0.37], [-2.87, -2.58, 2.45], [-2.64, -3.71, 2.02], [-2.38, -4.73, 2.86], [-2.21, -5.94, 2.13], [-2.54, -5.73, 0.65], [-2.68, -4.21, 0.58], [-2.86, -6.68, 2.62], [-1.20, -6.25, 2.27], [-3.47, -6.17, 0.38], [-1.78, -6.15, 0.05], [-3.63, -3.83, 0.15], [-1.89, -3.69, -0.04], [-2.49, -2.30, -2.44], [-3.52, -1.97, -2.98], [-3.77, -0.74, -3.48], [-5.08, -0.63, -4.01], [-5.77, -1.97, -3.61], [-4.61, -2.90, -3.40], [-5.00, -0.43, -5.08], [-5.51, 0.19, -3.56], [-6.46, -2.31, -4.36], [-6.36, -1.92, -2.66], [-4.26, -3.32, -4.37], [-4.80, -3.61, -2.57], [1.68, 3.45, -1.48], [2.39, 4.78, -1.26], [2.65, 4.81, 0.10], [1.79, 3.98, 0.74], [1.58, 3.97, 1.91], [1.30, 3.10, -0.17], [2.37, 2.61, -1.82], [0.79, 3.55, -2.06], [1.71, 5.62, -1.51], [3.34, 4.75, -1.80], [2.52, 3.88, 4.66], [1.07, 3.47, 4.78], [1.11, 2.06, 4.55], [2.21, 1.83, 3.79], [2.41, 0.82, 3.24], [3.09, 2.80, 3.90], [3.09, 3.94, 5.64], [2.60, 4.84, 4.17], [0.30, 3.94, 4.13], [0.78, 3.62, 5.87], [-2.10, 5.23, 1.72], [-2.08, 5.48, 0.12], [-0.81, 6.14, -0.07], [-0.17, 6.31, 1.13], [0.91, 6.70, 1.28], [-0.92, 5.87, 2.16], [-2.21, 4.15, 1.98], [-2.94, 5.79, 2.04], [-2.89, 6.18, -0.10], [-2.10, 4.61, -0.42], [0.01, 0.32, -1.34], [0.81, -0.48, -0.23], [2.05, -0.66, -0.93], [2.03, -0.30, -2.18], [3.00, -0.35, -2.90], [0.77, 0.03, -2.51], [-0.06, 1.39, -1.06], [-1.03, -0.08, -1.47], [0.38, -1.48, -0.04], [0.97, 0.16, 0.65], [3.28, -4.97, -1.59], [4.06, -4.18, -0.57], [3.10, -4.08, 0.50], [1.85, -4.21, -0.01], [0.86, -3.93, 0.60], [1.90, -4.52, -1.29], [3.27, -6.03, -1.42], [3.50, -4.67, -2.60], [4.31, -3.14, -0.87], [4.90, -4.66, -0.19], [5.27, -1.93, -5.03], [5.71, -0.92, -3.98], [6.27, -1.74, -2.96], [6.61, -2.97, -3.43], [7.20, -3.81, -2.77], [6.15, -3.14, -4.72], [5.38, -1.62, -6.05], [4.22, -2.29, -4.87], [4.87, -0.26, -3.59], [6.46, -0.15, -4.29], [5.24, 0.58, 0.49], [3.96, 1.48, 0.56], [4.00, 1.99, -0.80], [5.24, 1.97, -1.26], [5.61, 2.48, -2.26], [6.03, 1.24, -0.46], [4.90, -0.42, 0.12], [5.77, 0.47, 1.42], [3.87, 2.31, 1.27], [3.00, 1.01, 0.71]]}


# 2
{"formula": "C37H53Br4GeN4O5Si3Sr", "method": "the ωB97M-V functional and the def2-TZVPD basis", "orbital_gap_ev": [5.495, 5.323], "total_energy_ha": -15309.4106, "relative_energy_kcal_mol": 10.1, "spin_multiplicity": 2, "max_force_ha_per_bohr": 0.020, "charge": -2, "elements": ["Sr", "O", "C", "C", "C", "C", "C", "C", "C", "N", "C", "C", "N", "C", "C", "C", "C", "C", "C", "C", "O", "H", "H", "H", "H", "H", "H", "H", "H", "H", "H", "H", "H", "H", "H", "Br", "C", "C", "Br", "C", "Br", "C", "O", "C", "O", "C", "Br", "C", "N", "C", "C", "C", "N", "C", "C", "O", "H", "H", "H", "H", "H", "H", "H", "H", "H", "H", "H", "H", "C", "Si", "C", "C", "Ge", "Si", "C", "C", "C", "Si", "C", "C", "C", "H", "H", "H", "H", "H", "H", "H", "H", "H", "H", "H", "H", "H", "H", "H", "H", "H", "H", "H", "H", "H", "H", "H", "H", "H", "H", "H"], "coordinates": [[-1.12, -1.00, 0.94], [-2.98, -2.28, 0.83], [-4.10, -2.54, 0.30], [-5.22, -2.98, 1.07], [-6.43, -3.26, 0.48], [-6.63, -3.15, -0.90], [-5.56, -2.74, -1.67], [-4.31, -2.44, -1.12], [-3.26, -2.05, -2.05], [-2.06, -1.69, -1.79], [-1.24, -1.40, -2.96], [-0.56, -2.66, -3.51], [0.15, -3.52, -2.57], [0.53, -2.97, -1.49], [1.11, -3.68, -0.35], [1.32, -5.06, -0.38], [1.78, -5.74, 0.74], [1.99, -5.02, 1.92], [1.79, -3.66, 1.98], [1.37, -2.94, 0.83], [1.20, -1.65, 0.88], [-5.08, -3.06, 2.13], [-7.25, -3.58, 1.12], [-7.59, -3.38, -1.35], [-5.67, -2.65, -2.75], [-3.60, -2.05, -3.10], [-0.52, -0.62, -2.68], [-1.85, -0.98, -3.78], [0.13, -2.38, -4.32], [-1.34, -3.28, -3.97], [0.43, -1.90, -1.32], [1.10, -5.59, -1.30], [1.93, -6.81, 0.71], [2.31, -5.54, 2.81], [1.91, -3.10, 2.90], [-0.45, 0.96, 8.01], [-0.98, 0.94, 6.19], [-1.66, 2.00, 5.64], [-2.09, 3.53, 6.69], [-2.00, 1.96, 4.27], [-3.00, 3.39, 3.49], [-1.68, 0.91, 3.42], [-1.93, 0.87, 2.16], [-1.02, -0.26, 4.03], [-0.76, -1.27, 3.30], [-0.67, -0.17, 5.38], [0.25, -1.68, 6.08], [-0.67, 3.24, 0.55], [-1.96, 3.32, -0.09], [-2.65, 4.59, -0.01], [-4.15, 4.39, -0.04], [-4.50, 3.56, -1.26], [-3.73, 2.34, -1.26], [-4.30, 1.21, -1.95], [-2.47, 2.22, -0.71], [-1.84, 1.17, -0.84], [-0.73, 3.72, 1.53], [0.12, 3.73, -0.04], [-0.41, 2.20, 0.72], [-2.34, 5.25, -0.84], [-2.34, 5.07, 0.92], [-4.66, 5.36, -0.08], [-4.47, 3.87, 0.86], [-4.32, 4.14, -2.18], [-5.56, 3.29, -1.26], [-5.28, 0.97, -1.55], [-3.65, 0.35, -1.82], [-4.40, 1.41, -3.03], [3.58, 3.23, -2.18], [2.30, 1.84, -2.32], [2.68, 0.86, -3.89], [0.64, 2.66, -2.68], [2.37, 0.35, -0.44], [4.24, -1.07, -0.94], [3.94, -2.37, -2.26], [4.85, -1.99, 0.58], [5.71, -0.04, -1.56], [2.98, 1.27, 1.70], [4.76, 1.92, 1.55], [2.89, -0.02, 3.06], [1.95, 2.72, 2.30], [3.51, 3.87, -3.06], [4.61, 2.85, -2.11], [3.40, 3.85, -1.29], [2.78, 1.57, -4.72], [1.86, 0.18, -4.12], [3.60, 0.27, -3.84], [0.61, 2.89, -3.75], [0.49, 3.59, -2.13], [-0.20, 2.00, -2.44], [3.18, -3.10, -1.98], [4.89, -2.91, -2.39], [3.66, -1.96, -3.23], [4.05, -2.49, 1.14], [5.38, -1.34, 1.27], [5.55, -2.77, 0.24], [5.57, 0.31, -2.58], [6.59, -0.70, -1.55], [5.94, 0.83, -0.94], [5.49, 1.12, 1.44], [4.99, 2.47, 2.47], [4.89, 2.61, 0.71], [3.64, -0.80, 2.95], [1.91, -0.50, 3.08], [3.05, 0.49, 4.01], [1.90, 3.56, 1.60], [2.42, 3.07, 3.22], [0.93, 2.42, 2.56]]}


# 3
{"formula": "C37H53ClN8ORuTe", "method": "the ωB97M-V functional and the def2-TZVPD basis", "orbital_gap_ev": [6.590, 5.353], "total_energy_ha": -2777.0716, "relative_energy_kcal_mol": 48.3, "spin_multiplicity": 6, "max_force_ha_per_bohr": 0.041, "charge": 3, "elements": ["Ru", "C", "N", "C", "C", "N", "C", "C", "N", "C", "C", "N", "C", "N", "C", "C", "C", "N", "C", "H", "H", "H", "H", "H", "H", "H", "H", "H", "H", "H", "H", "H", "H", "H", "H", "H", "H", "H", "H", "H", "H", "H", "H", "Cl", "C", "C", "C", "C", "N", "C", "H", "H", "H", "H", "C", "C", "O", "N", "Te", "C", "C", "C", "C", "C", "C", "C", "C", "C", "C", "C", "C", "C", "C", "C", "C", "C", "C", "H", "H", "H", "H", "H", "H", "H", "H", "H", "H", "H", "H", "H", "H", "H", "H", "H", "H", "H", "H", "H", "H", "H", "H", "H"], "coordinates": [[-1.02, 1.14, 1.02], [-3.33, -1.09, 5.18], [-2.22, -0.14, 5.09], [-1.65, 0.32, 6.37], [-0.55, 1.28, 5.95], [-0.83, 1.46, 4.52], [0.15, 2.17, 3.76], [-1.74, 0.58, 4.06], [-2.10, 0.52, 2.77], [-2.97, -0.54, 2.28], [-3.73, -0.12, 1.05], [-2.84, 0.35, -0.01], [-3.28, 0.49, -1.25], [-2.51, 1.04, -2.23], [-1.15, 1.45, -2.11], [-3.16, 1.03, -3.54], [-4.53, 0.44, -3.22], [-4.48, 0.18, -1.77], [-5.67, -0.41, -1.17], [-3.35, -1.45, 6.20], [-3.20, -1.95, 4.54], [-4.30, -0.62, 4.99], [-1.27, -0.53, 6.93], [-2.42, 0.81, 6.97], [0.44, 0.85, 6.08], [-0.59, 2.23, 6.48], [0.00, 3.25, 3.82], [0.08, 1.86, 2.72], [1.15, 1.92, 4.10], [-3.73, -0.82, 2.99], [-2.38, -1.44, 2.05], [-4.44, 0.66, 1.34], [-4.30, -0.99, 0.73], [-0.45, 0.68, -2.42], [-0.95, 1.71, -1.08], [-0.97, 2.34, -2.72], [-2.60, 0.42, -4.25], [-3.22, 2.04, -3.94], [-4.73, -0.48, -3.76], [-5.34, 1.14, -3.44], [-6.51, -0.22, -1.84], [-5.91, 0.03, -0.21], [-5.59, -1.49, -1.06], [-5.27, 4.90, 0.44], [-3.62, 4.68, 0.84], [-2.82, 5.75, 1.20], [-1.48, 5.50, 1.47], [-1.00, 4.21, 1.39], [-1.79, 3.17, 1.08], [-3.08, 3.41, 0.80], [-3.23, 6.75, 1.26], [-0.81, 6.31, 1.75], [0.04, 4.00, 1.57], [-3.70, 2.57, 0.53], [0.80, -2.71, 1.83], [0.40, -1.27, 2.00], [0.47, -0.71, 3.07], [-0.05, -0.52, 0.91], [1.27, -1.30, -1.25], [1.96, -2.19, -3.03], [1.65, -3.54, -3.25], [1.03, -4.45, -2.21], [1.99, -4.08, -4.48], [2.57, -3.32, -5.49], [2.88, -3.92, -6.83], [2.85, -1.97, -5.23], [2.56, -1.38, -4.02], [2.86, 0.09, -3.84], [3.05, -0.54, -0.46], [3.13, 0.83, -0.14], [2.02, 1.81, -0.41], [4.33, 1.31, 0.36], [5.44, 0.48, 0.54], [6.74, 1.02, 1.07], [5.31, -0.86, 0.22], [4.13, -1.41, -0.28], [4.10, -2.89, -0.56], [0.70, -3.22, 2.78], [1.86, -2.75, 1.54], [0.20, -3.21, 1.07], [0.54, -3.90, -1.41], [1.79, -5.09, -1.76], [0.29, -5.10, -2.67], [1.80, -5.14, -4.65], [2.67, -4.98, -6.86], [3.93, -3.76, -7.09], [2.30, -3.42, -7.61], [3.29, -1.37, -6.02], [3.62, 0.41, -4.55], [3.22, 0.31, -2.84], [1.96, 0.70, -4.03], [1.15, 1.60, 0.22], [1.70, 1.78, -1.46], [2.34, 2.83, -0.19], [4.42, 2.37, 0.60], [6.71, 2.10, 1.21], [7.56, 0.78, 0.39], [6.98, 0.56, 2.03], [6.16, -1.52, 0.36], [4.68, -3.43, 0.19], [4.54, -3.11, -1.53], [3.09, -3.31, -0.55]]}


# 4
{"formula": "C37H53F3N3O16PS4", "method": "the ωB97M-V functional and the def2-TZVPD basis", "orbital_gap_ev": 7.742, "total_energy_ha": -5042.6601, "max_force_ha_per_bohr": 0.138, "elements": ["C", "C", "C", "C", "C", "C", "C", "C", "C", "O", "C", "C", "O", "C", "C", "C", "C", "C", "C", "C", "C", "C", "S", "C", "C", "C", "N", "C", "C", "C", "C", "C", "O", "C", "F", "F", "F", "C", "P", "O", "C", "N", "N", "H", "H", "H", "H", "H", "H", "H", "H", "H", "H", "H", "H", "H", "H", "H", "H", "H", "H", "H", "H", "H", "H", "H", "H", "H", "H", "H", "H", "H", "H", "H", "H", "H", "H", "H", "H", "H", "H", "H", "H", "H", "C", "C", "O", "S", "O", "O", "O", "H", "H", "H", "H", "C", "C", "O", "S", "O", "O", "O", "H", "H", "H", "H", "C", "C", "O", "S", "O", "O", "O", "H", "H", "H", "H"], "coordinates": [[3.39, 3.67, 0.88], [2.50, 2.94, 1.52], [1.43, 1.75, 1.78], [1.83, 0.35, 2.43], [3.42, 0.19, 2.79], [4.08, -0.48, 1.44], [5.49, 0.20, 1.02], [6.74, -0.61, 1.70], [7.71, -1.30, 0.60], [8.43, -0.33, -0.24], [9.81, -0.23, 0.17], [10.99, -0.56, -0.91], [10.19, 0.12, 1.34], [0.77, -0.82, 2.71], [1.22, -2.22, 3.42], [1.49, -1.83, 4.99], [0.03, -3.31, 3.41], [0.32, -4.65, 4.25], [-1.12, -5.12, 4.89], [-0.74, -0.58, 2.28], [-1.17, 0.80, 1.59], [-0.07, 1.95, 1.37], [-0.75, 3.50, 0.55], [-1.88, 2.76, -0.75], [-2.00, 3.36, -2.20], [-1.22, 4.68, -2.72], [0.25, 4.71, -2.41], [0.51, 5.99, -1.68], [-2.97, 2.58, -3.21], [-3.77, 1.29, -2.74], [-4.69, 0.56, -3.85], [-3.81, -0.46, -4.78], [-2.48, 0.08, -5.08], [-3.61, -1.92, -4.12], [-4.88, -2.50, -3.71], [-3.06, -2.84, -5.11], [-2.65, -1.84, -3.05], [-3.67, 0.72, -1.27], [-4.57, -0.80, -0.60], [-5.98, -1.06, -1.21], [-2.70, 1.47, -0.24], [-2.59, 0.96, 1.16], [-3.34, 1.74, 2.06], [4.15, 4.37, 0.37], [3.60, -0.59, 3.62], [3.93, 1.20, 3.00], [3.34, -0.33, 0.55], [4.23, -1.62, 1.53], [5.45, 1.31, 1.32], [5.67, 0.13, -0.13], [6.39, -1.37, 2.49], [7.38, 0.20, 2.23], [7.04, -1.94, -0.10], [8.48, -1.99, 1.13], [11.99, -0.69, -0.33], [11.09, 0.31, -1.68], [10.77, -1.52, -1.50], [2.18, -2.56, 2.88], [0.48, -1.65, 5.54], [2.11, -0.86, 5.09], [2.09, -2.68, 5.52], [-0.28, -3.50, 2.32], [-0.90, -2.80, 3.92], [0.64, -5.51, 3.56], [1.09, -4.55, 5.10], [-1.09, -6.22, 5.23], [-1.98, -5.05, 4.11], [-1.44, -4.47, 5.79], [-1.59, -1.34, 2.43], [-1.32, 4.68, -3.88], [-1.76, 5.60, -2.29], [0.57, 3.87, -1.90], [0.16, 6.85, -2.39], [-0.11, 6.12, -0.71], [1.63, 6.19, -1.47], [-3.06, 2.97, -4.30], [-5.65, 0.08, -3.44], [-5.03, 1.40, -4.58], [-4.38, -0.50, -5.79], [-1.80, -0.64, -5.09], [-3.67, -1.93, -0.72], [-4.72, -0.59, 0.83], [-2.78, 2.05, 2.88], [-3.81, 2.54, 1.60], [6.93, -0.47, -5.21], [8.40, -0.16, -5.47], [8.97, 0.07, -4.18], [8.19, -0.85, -3.09], [8.97, -2.03, -2.87], [7.74, 0.00, -2.02], [6.92, -1.25, -4.02], [6.36, 0.45, -5.03], [6.48, -1.03, -6.03], [8.54, 0.71, -6.12], [8.92, -1.02, -5.91], [-8.33, -4.41, 0.65], [-6.86, -4.10, 0.40], [-6.30, -3.85, 1.69], [-7.08, -4.76, 2.79], [-6.30, -5.94, 3.02], [-7.54, -3.91, 3.84], [-8.35, -5.17, 1.86], [-8.90, -3.49, 0.82], [-8.78, -4.97, -0.16], [-6.72, -3.24, -0.26], [-6.35, -4.97, -0.03], [-8.25, 3.55, 0.19], [-8.01, 5.02, -0.09], [-6.94, 5.40, 0.78], [-5.95, 4.12, 0.97], [-4.85, 4.26, 0.06], [-5.77, 3.90, 2.38], [-6.95, 2.99, 0.39], [-8.82, 3.40, 1.11], [-8.76, 3.05, -0.63], [-8.90, 5.63, 0.11], [-7.68, 5.18, -1.12]]}